w | C2H13N2O3 | ωB97M-V/def2-TZVPD

XYZ file:
```
20
Properties=species:S:1:pos:R:3:nbo_charge:R:1
C -0.25775 0.92807 -1.63461 0.047
C -0.23327 0.18235 -0.49787 -0.197
N 1.19130 0.09263 0.12035 -0.753
N -1.38172 1.48742 -2.14546 -0.747
H 0.65129 1.15728 -2.05302 0.202
H -0.89978 -0.52223 0.06068 0.254
H 1.98549 -0.20583 -0.57837 0.419
H 1.41534 1.04439 0.36401 0.456
H 1.40614 -0.54995 0.97690 0.484
H -2.28375 1.18844 -1.95852 0.398
H -1.34311 1.78238 -3.08592 0.392
H 0.98927 -1.61496 3.49535 0.505
H 0.17393 -2.41621 2.39115 0.501
O 0.75548 -1.56340 2.51901 -0.987
H 2.69264 2.52885 1.17951 0.495
H 1.39800 3.53150 1.39070 0.520
O 1.78996 2.76482 0.92798 -0.989
H -2.48580 -3.39979 0.62319 0.469
H -2.71641 -3.81224 -0.82196 0.479
O -2.13347 -3.25572 -0.32363 -0.947
```

Properties
Multiplicity: 1
HOMO level in eV: -12.251
Lowest unoccupied orbital energy in eV: -2.832
Kohn-Sham gap in eV: 9.419
Net charge: +1


x | C2H13N2O3 | ωB97M-V/def2-TZVPD

XYZ file:
```
20
Properties=species:S:1:pos:R:3:nbo_charge:R:1
C 0.72294 -0.27610 2.42095 -0.440
N 0.70526 -2.01565 -0.69691 -0.746
C 0.89410 -1.10719 0.22693 0.391
N 0.39152 -1.28515 1.47315 -0.507
H 1.11560 0.60081 1.93384 0.241
H 1.40164 -0.50260 3.23462 0.228
H -0.14596 0.02243 3.03251 0.222
H 0.64427 -3.01904 -0.51039 0.419
H 0.38508 -1.78891 -1.65664 0.449
H 1.22101 -0.12035 -0.14673 0.289
H -0.05413 -2.15159 1.74331 0.428
H -1.38016 0.55809 0.47057 0.465
H -1.27171 1.94218 0.99902 0.478
O -0.87826 1.37022 0.32722 -0.937
H 2.28792 1.47201 -2.10888 0.500
H 0.75559 1.12358 -2.40629 0.502
O 1.54203 0.90652 -1.89758 -0.983
H -3.12783 1.03255 -2.73846 0.477
H -2.75904 2.01066 -1.61800 0.479
O -2.44988 1.22754 -2.08224 -0.956
```

Properties
Multiplicity: 1
HOMO level in eV: -14.396
Lowest unoccupied orbital energy in eV: -3.661
Kohn-Sham gap in eV: 10.735
Net charge: +1


y | C2H13N2O3 | ωB97M-V/def2-TZVPD

XYZ file:
```
20
Properties=species:S:1:pos:R:3:nbo_charge:R:1
C -0.68746 -1.55872 2.65206 -0.383
N 1.71576 -0.43290 -0.22353 -0.719
C 0.63274 -0.73933 0.52769 0.405
N 0.60394 -1.13722 1.81944 -0.556
H -1.53153 -1.10956 2.16685 0.225
H -0.48158 -1.05623 3.56857 0.229
H -0.78529 -2.69391 2.68578 0.237
H 2.66815 -0.37254 0.15847 0.412
H 1.75025 -0.24116 -1.21769 0.468
H -0.34549 -0.95425 -0.08402 0.250
H 1.43834 -1.46644 2.26757 0.413
H -0.08083 1.96383 -1.84622 0.502
H 0.39971 2.40104 -0.39126 0.484
O 0.20368 1.57419 -0.91463 -0.980
H 1.70798 0.02472 -3.71116 0.481
H 2.77164 1.09242 -3.49040 0.490
O 1.84733 0.86184 -3.09817 -0.960
H -3.86588 1.29870 0.46178 0.461
H -4.29617 1.49837 -0.95769 0.479
O -3.66527 1.04716 -0.37344 -0.939
```

Properties
Multiplicity: 1
HOMO level in eV: -14.102
Lowest unoccupied orbital energy in eV: -3.032
Kohn-Sham gap in eV: 11.070
Net charge: +1


Least stable: w


w | C14H44O14 | ωB97M-V/def2-TZVPD

XYZ file:
```
72
Properties=species:S:1:pos:R:3:mulliken_charge:R:1
O -4.79754 24.70103 2.41424 -0.502
C -6.13517 24.21874 2.52853 -0.164
C -7.03601 25.30468 3.02879 -0.509
O -7.05633 26.35667 2.05178 -0.492
H -4.33908 24.07899 1.83313 0.164
H -6.47941 23.88198 1.54585 0.210
H -6.13649 23.36229 3.21783 0.315
H -6.79027 25.67988 4.02703 0.320
H -8.04471 24.86168 3.09839 0.343
H -7.78479 26.96102 2.20715 0.272
O -0.20193 22.61236 2.40122 -0.406
C -1.14327 23.62949 2.73141 -0.009
C -0.69179 24.98228 2.36551 -0.508
O 0.48352 25.42702 3.10445 -0.078
H 0.51044 22.60874 3.05923 0.100
H -2.05307 23.38684 2.17125 0.054
H -1.47203 23.56032 3.77414 0.357
H -1.50958 25.68622 2.53690 0.428
H -0.48533 25.04346 1.29498 0.221
H 1.29662 25.00028 2.75035 0.031
O 1.48897 22.88216 4.97933 -0.494
C 2.45445 23.91826 5.10106 -0.239
C 3.44318 23.78021 4.01059 -0.522
O 2.84294 24.05898 2.71478 -0.510
H 1.03028 22.79222 5.81828 0.244
H 1.96459 24.89692 5.09622 0.092
H 3.01744 23.80622 6.03472 0.471
H 3.82388 22.74864 3.99825 0.337
H 4.29079 24.44846 4.19478 0.399
H 3.52072 23.93857 2.04363 0.232
O -2.80420 19.55221 4.63071 -0.573
C -1.61820 20.18164 4.23246 0.343
C -0.66821 19.17062 3.62911 -0.342
O -0.13992 18.27778 4.61682 -0.566
H -2.60026 18.93952 5.34522 0.322
H -1.89322 20.94237 3.50969 -0.182
H -1.08062 20.64604 5.07389 0.218
H 0.13240 19.67121 3.05596 0.212
H -1.18370 18.54637 2.89621 0.256
H 0.39336 18.77233 5.24826 0.330
O -3.89793 23.02861 0.15396 -0.413
C -4.53537 23.95872 -0.73085 -0.136
C -3.70265 24.27346 -1.93779 -0.648
O -2.42412 24.81627 -1.62823 -0.553
H -3.65004 22.23291 -0.36183 0.179
H -5.47401 23.53521 -1.13356 0.236
H -4.80102 24.84851 -0.16292 0.407
H -4.22966 24.95098 -2.61825 0.377
H -3.57695 23.34492 -2.51807 0.274
H -1.86035 24.05674 -1.37973 0.283
O -0.76488 22.17985 -0.25439 -0.469
C -1.04894 20.78980 -0.31299 -0.126
C -1.80701 20.42999 -1.54705 -0.667
O -3.16397 20.88512 -1.48989 -0.484
H -0.42984 22.36017 0.67029 0.296
H -0.10363 20.21876 -0.33088 0.418
H -1.55523 20.42545 0.59565 0.113
H -1.78126 19.35568 -1.74840 0.421
H -1.28816 20.89907 -2.39866 0.271
H -3.71145 20.40039 -2.10942 0.238
C 2.97657 27.31155 1.29981 -0.468
O 2.09486 27.92922 2.22279 -0.565
H 3.57220 26.51406 1.76498 0.091
H 2.44784 26.92293 0.42073 0.247
H 3.68294 28.06617 0.95124 0.317
H 1.38381 27.31338 2.44891 0.324
C -0.16219 28.26546 5.19402 -0.600
O 0.21697 26.89606 5.47323 -0.531
H 0.43845 28.92412 5.81764 0.246
H 0.03163 28.52125 4.14931 0.216
H -1.22450 28.40550 5.41614 0.267
H 0.12181 26.39232 4.64131 0.264
```

Properties
Multiplicity: 1
HOMO level in eV: -9.618
Structure (SMILES): OCCO.OCCO.OCCO.OCCO.OCCO.OCCO.CO.CO
Lowest unoccupied orbital energy in eV: 0.199
Kohn-Sham gap in eV: 9.817


x | C14H44O14 | ωB97M-V/def2-TZVPD

XYZ file:
```
72
Properties=species:S:1:pos:R:3:mulliken_charge:R:1
O 3.17742 3.63565 1.77983 -0.533
C 2.03767 2.95582 1.26386 -0.774
C 2.36197 2.35546 -0.08823 -0.107
O 2.47513 3.37916 -1.09359 -0.563
H 2.85826 4.38465 2.28744 0.342
H 1.75863 2.11161 1.90854 0.052
H 1.16562 3.61357 1.22285 0.551
H 1.65037 1.59702 -0.39608 0.215
H 3.37944 1.94939 -0.02506 0.490
H 3.18488 3.96379 -0.80604 0.334
O -2.47277 -0.99197 1.15404 -0.068
C -3.74923 -0.39058 1.09703 -0.290
C -4.70839 -1.39990 0.43670 -0.661
O -4.22460 -1.86309 -0.80019 -0.578
H -1.87178 -0.34094 1.55517 0.130
H -4.11276 -0.08759 2.08364 0.316
H -3.74312 0.49257 0.43952 0.311
H -5.71816 -1.02737 0.31940 0.404
H -4.68278 -2.23449 1.15483 0.253
H -3.33793 -2.23519 -0.63418 0.503
O 1.25928 1.68617 -5.74418 -0.528
C 1.01337 2.88105 -5.03511 -0.611
C 0.67966 2.52658 -3.60303 0.038
O -0.54417 1.80260 -3.53207 -0.524
H 0.97104 1.76930 -6.65547 0.315
H 1.88305 3.55060 -5.04323 0.317
H 0.19985 3.48135 -5.45508 0.332
H 0.60213 3.40240 -2.95670 0.285
H 1.50266 1.92616 -3.18878 0.050
H -0.52043 1.21173 -4.29821 0.343
O 1.61655 0.18380 1.84883 -0.265
C 3.04527 0.31134 1.80410 -0.353
C 3.60519 -0.27837 0.50516 -0.688
O 3.21464 -1.62175 0.30261 -0.540
H 1.34907 -0.12712 2.71738 0.139
H 3.27428 1.38015 1.85011 0.448
H 3.53505 -0.22818 2.61593 0.462
H 4.68703 -0.32550 0.67210 0.383
H 3.43895 0.40015 -0.33713 0.339
H 2.37173 -1.63199 -0.17607 0.257
O -2.55100 -3.54177 2.50178 -0.638
C -2.44673 -4.63062 1.54680 -0.476
C -1.38545 -4.29603 0.52188 -0.297
O -1.84899 -3.30634 -0.39932 -0.644
H -2.63978 -2.72798 1.97885 0.338
H -2.22662 -5.52439 2.11968 0.378
H -3.42498 -4.64056 1.06073 0.237
H -1.02802 -5.19131 -0.00018 0.324
H -0.51573 -3.84390 1.00772 0.174
H -1.19573 -2.59592 -0.38695 0.263
O -0.93128 4.12158 3.18276 -0.566
C -0.47754 2.94423 3.83748 -0.156
C -1.36443 1.79157 3.45378 -0.723
O -1.12555 1.35384 2.10897 -0.368
H -0.38117 4.87400 3.41082 0.307
H 0.56176 2.74181 3.56882 0.030
H -0.49225 3.09426 4.92309 0.431
H -2.42643 2.02308 3.54956 0.364
H -1.11720 0.94539 4.09421 0.384
H -1.47235 2.03821 1.52197 0.208
C 0.66309 -4.20946 -2.82881 -0.145
O 1.85065 -5.00012 -2.86187 -0.529
H -0.23396 -4.70937 -2.47761 0.155
H 0.90870 -3.36554 -2.17137 -0.091
H 0.39493 -3.73258 -3.77832 0.323
H 2.43116 -4.60298 -3.51510 0.298
C -0.16769 -0.23250 -1.14378 -0.693
O 0.24624 -1.24035 -0.22014 -0.259
H -0.93248 -0.65143 -1.80178 0.416
H -0.62102 0.60770 -0.61328 0.210
H 0.61397 0.11241 -1.82705 0.220
H 0.72381 -0.77296 0.48599 -0.002
```

Properties
Multiplicity: 1
HOMO level in eV: -9.319
Structure (SMILES): OCCO.OCCO.OCCO.OCCO.OCCO.OCCO.CO.CO
Lowest unoccupied orbital energy in eV: -0.036
Kohn-Sham gap in eV: 9.283


Least stable: x


w | C6H11N2 | ωB97M-V/def2-TZVPD

XYZ file:
```
19
Properties=species:S:1:pos:R:3:nbo_charge:R:1
C -1.21767 -2.31411 -1.39764 -0.666
C -0.12347 -2.09307 -0.37109 -0.409
C 0.89369 -0.99460 -0.73117 -0.451
C 0.45811 0.16610 0.06743 0.191
C 0.75661 0.59352 1.36683 -0.063
N 0.18312 1.88317 1.57468 -0.467
C -0.40967 2.27342 0.41333 0.254
N -0.28244 1.24947 -0.46498 -0.478
H -2.31248 -2.25259 -1.15270 0.240
H -0.97499 -1.90309 -2.39479 0.214
H -1.17633 -3.41563 -1.70812 0.244
H 0.57670 -3.04860 -0.29539 0.224
H -0.59073 -2.03449 0.60580 0.230
H 0.94741 -0.56693 -1.76572 0.233
H 1.86618 -1.39259 -0.46968 0.262
H 1.35408 0.20620 2.19505 0.259
H 0.55996 2.42948 2.34975 0.465
H -1.12237 3.01733 0.29166 0.247
H -0.57781 1.24498 -1.50990 0.472
```

Properties
Multiplicity: 1
HOMO level in eV: -13.628
Structure (SMILES): CCCc1c[nH]c[nH+]1
Lowest unoccupied orbital energy in eV: -3.610
Kohn-Sham gap in eV: 10.018
Net charge: +1


x | C6H11N2 | ωB97M-V/def2-TZVPD

XYZ file:
```
19
Properties=species:S:1:pos:R:3:nbo_charge:R:1
C 0.61262 -2.81690 1.02372 -0.408
C 1.58410 -1.92410 1.09515 -0.184
C 1.89548 -0.83593 0.10025 -0.461
C 0.73255 -0.41158 -0.79034 -0.206
N -0.35935 0.09872 0.05329 -0.596
C -1.08342 1.10257 -0.19786 0.745
N -1.80796 1.94963 -0.53799 -0.256
C -2.39583 3.20429 -0.66203 -0.446
H -0.08288 -2.88618 0.20228 0.188
H 0.50092 -3.56728 1.78780 0.229
H 2.25880 -1.94810 1.94059 0.225
H 2.69969 -1.18227 -0.55291 0.256
H 2.27557 0.03575 0.63880 0.228
H 1.05289 0.36289 -1.48743 0.232
H 0.35261 -1.26114 -1.36303 0.223
H -0.53818 -0.49780 0.86544 0.469
H -2.42273 3.47111 -1.71941 0.260
H -3.42294 3.13906 -0.29366 0.260
H -1.85194 3.96728 -0.10267 0.243
```

Properties
Multiplicity: 1
HOMO level in eV: -13.583
Structure (SMILES): C=CCC[NH+]=C=NC
Lowest unoccupied orbital energy in eV: -3.304
Kohn-Sham gap in eV: 10.279
Net charge: +1


y | C6H11N2 | ωB97M-V/def2-TZVPD

XYZ file:
```
19
Properties=species:S:1:pos:R:3:nbo_charge:R:1
C -0.10495 0.12608 -2.41855 -0.713
C -0.67250 -0.48128 -1.19216 0.186
C -0.73618 0.20874 -0.01285 -0.233
C -0.30161 1.51950 0.25286 0.146
N -0.66623 1.77623 1.46282 -0.411
C -1.30732 0.69727 2.06355 -0.044
C -1.34422 -0.28959 1.18762 -0.179
N 2.50381 -1.90647 0.72519 -1.104
H -0.88627 0.61522 -2.99337 0.281
H 0.18272 -0.69669 -3.08608 0.262
H -1.21428 -1.40641 -1.34423 0.236
H 2.72851 -2.72088 0.20478 0.382
H -0.02919 2.36949 -0.35009 0.251
H -0.43611 2.67257 1.85031 0.447
H -1.73557 0.76238 3.04412 0.255
H -1.76598 -1.26281 1.37191 0.263
H 0.77655 0.74361 -2.27854 0.248
H 3.29790 -1.37419 1.02741 0.376
H 1.71090 -1.35279 0.48531 0.349
```

Properties
Multiplicity: 1
HOMO level in eV: -12.422
Lowest unoccupied orbital energy in eV: -5.716
Kohn-Sham gap in eV: 6.707
Net charge: +1


Least stable: x


w | C6H11N2 | ωB97M-V/def2-TZVPD

XYZ file:
```
19
Properties=species:S:1:pos:R:3:nbo_charge:R:1
C -1.19222 1.03560 0.92605 -0.390
C -0.07442 0.66045 1.79526 -0.466
C -1.50608 -0.07018 -0.03520 -0.475
C 1.55014 -0.76258 -1.25991 -0.017
C 1.15676 0.53916 0.96310 0.090
C -0.26802 -0.84653 -0.35366 0.072
N 0.94021 -0.22433 -0.08589 -0.269
N 0.23044 -1.13677 -1.74736 -0.529
H -1.96930 1.29832 1.59517 0.243
H -0.90490 2.06007 0.44250 0.210
H -0.03776 1.35373 2.64864 0.262
H -0.24300 -0.36615 2.10032 0.237
H -2.36618 -0.58217 0.45734 0.250
H -1.87749 0.41733 -0.98211 0.221
H 2.05109 -0.17415 -1.98027 0.231
H 2.14101 -1.58504 -0.95803 0.238
H 2.23416 0.73796 1.17524 0.237
H 0.08184 -0.29415 -2.50179 0.397
H 0.05374 -2.06056 -2.19939 0.457
```

Properties
Multiplicity: 1
HOMO level in eV: -11.834
Lowest unoccupied orbital energy in eV: -3.646
Kohn-Sham gap in eV: 8.189
Net charge: +1


x | C6H11N2 | ωB97M-V/def2-TZVPD

XYZ file:
```
19
Properties=species:S:1:pos:R:3:nbo_charge:R:1
N 2.39720 -1.55937 0.72950 -0.707
C 2.10498 -0.25546 0.07593 -0.276
C 0.93960 -0.46177 -0.95644 -0.416
C -0.33320 0.14034 -0.52602 -0.116
C -1.30109 1.02059 -1.16587 -0.288
C -2.18919 1.38049 -0.22720 -0.037
N -1.99344 0.59850 0.89129 -0.482
C -0.81212 -0.12680 0.78277 -0.117
H 2.68250 -2.14326 -0.03649 0.450
H 3.22489 -1.40412 1.48687 0.469
H 1.62002 -2.05872 1.30028 0.465
H 1.82679 0.60440 0.79566 0.266
H 2.97738 0.23146 -0.56210 0.264
H 1.13470 -0.22770 -1.96290 0.250
H 0.76043 -1.64151 -0.92683 0.183
H -1.35491 1.21468 -2.22476 0.240
H -2.94668 2.13927 -0.35532 0.235
H -2.56635 0.65955 1.67761 0.416
H -0.63894 -0.83232 1.56354 0.201
```

Properties
Multiplicity: 1
HOMO level in eV: -11.589
Structure (SMILES): [NH3+]CCc1cc[nH]c1
Lowest unoccupied orbital energy in eV: -3.837
Kohn-Sham gap in eV: 7.752
Net charge: +1


y | C6H11N2 | ωB97M-V/def2-TZVPD

XYZ file:
```
19
Properties=species:S:1:pos:R:3:nbo_charge:R:1
C -2.00427 0.29253 -1.34950 -0.679
C -1.00400 -0.72626 -0.81225 0.183
C 0.29874 -0.33975 -0.47465 -0.247
C 1.42111 -1.14185 -0.28702 0.195
N 2.52243 -0.36948 -0.00341 -0.468
C 2.00435 1.01502 0.13280 -0.008
C 0.69954 1.01728 -0.22594 -0.231
N -1.23852 -0.11403 2.25523 -1.039
H -2.10602 1.04758 -0.57597 0.256
H -2.92544 -0.24226 -1.50426 0.262
H -1.10200 -1.80958 -1.05826 0.237
H -0.45319 -0.32619 2.86652 0.369
H 1.36711 -2.23402 -0.36894 0.253
H 3.31271 -0.71946 0.52415 0.452
H 2.75893 1.75795 0.08172 0.248
H 0.09165 1.89009 -0.41365 0.258
H -1.41891 0.66126 -2.20937 0.279
H -1.14555 -0.54613 1.32372 0.329
H -1.07870 0.88732 2.09908 0.352
```

Properties
Multiplicity: 1
HOMO level in eV: -13.443
Lowest unoccupied orbital energy in eV: -6.221
Kohn-Sham gap in eV: 7.222
Net charge: +1


Least stable: w